Entry from the OMol25 dataset: a 2-piece molecular cluster, C2H9N5 overall at a distorted geometry (wB97M-V/def2-TZVPD).

ΔE to the lowest compared entry with this formula, charge and spin	224.84	kJ/mol
⟨S²⟩	2.006
spin multiplicity	3
total energy	-9645.327	eV
frontier orbital gap (alpha / beta)	9.6 / 5.3	eV
F_max	7.25	eV Å⁻¹
total charge	+2
LUMO level (alpha / beta)	-7.877 / -12.986	eV
molar mass	103.129	g/mol

Geometry as XYZ:
```
16
C2H9N5 wB97M-V/def2-TZVPD
N 2.8960 -0.2750 -0.2546
N -1.7964 0.2450 0.1233
N 3.6955 -1.2748 -0.3379
N -2.5777 1.0353 -0.4203
N 1.1377 1.3293 -0.1423
C -2.3787 -0.8511 0.6710
C 1.9189 0.3305 0.0565
H 0.4107 1.4584 0.6296
H -1.8345 -1.7043 0.1879
H 3.4978 -1.9311 -1.0055
H -3.5184 1.0125 -0.6466
H -2.1433 1.8016 -0.9264
H -1.9458 -1.0261 1.6964
H -3.4565 -0.8210 0.7340
H 4.5770 -1.4391 0.2740
H 1.5176 2.1097 -0.6391
```